Entry 1:
# C4H14N4

C4H14N4 in the gas phase at a distorted geometry (ωB97M-V with the def2-TZVPD basis set, the Open Molecules 2025 dataset).

Computed properties:
Strongest force on any atom = 0.073 hartree/bohr
ΔE to the lowest compared entry with this formula, charge and spin = 20.81 kcal per mole
Gap between HOMO and LUMO = 9.6940 eV
Spin multiplicity = 1
E_HOMO = -8.68 eV
Total energy = -10334.9022 eV
Structure (SMILES) = C[C@@H](N)CNC(N)N

XYZ file:
```
22
Properties=species:S:1:pos:R:3:forces:R:3:mulliken_charge:R:1
H 2.7644 1.4701 -2.2385 0.0 -0.1 0.0 0.235
H 3.3581 0.8103 -0.8579 -0.1 0.0 0.1 0.266
H -1.9885 -2.0773 1.6108 0.0 0.0 0.0 0.341
C 1.3483 0.6518 -1.0171 -0.2 1.5 0.4 0.178
C -1.1707 -0.5676 0.2883 0.1 -0.1 0.1 0.650
N -1.2678 0.5706 1.2057 0.0 0.0 0.0 -0.574
H -3.1906 -1.3231 0.5579 0.0 0.0 0.0 0.385
H 0.0499 1.9451 0.0302 -0.1 -0.3 0.0 0.253
H -2.2290 0.8892 1.2735 0.1 0.0 0.1 0.237
N 0.9814 1.9953 -0.3790 0.0 0.1 -1.6 -0.757
H -0.9752 0.2868 2.1364 -0.1 0.0 0.0 0.220
H 0.3500 -1.8711 -0.4960 0.1 0.1 0.1 0.377
H 0.6333 0.3279 -1.7875 0.1 0.1 0.1 0.201
C -2.1643 -1.6893 0.6065 0.2 0.2 -0.1 -1.533
H -2.0598 -2.5076 -0.1044 0.0 -0.1 0.0 0.386
C 0.2752 -1.1191 0.2993 -0.4 0.1 0.1 -1.072
H -1.3963 -0.1797 -0.7127 0.1 0.0 0.0 0.214
H 0.9399 2.7520 -1.0569 0.2 0.0 -0.1 0.239
H 0.4364 -1.6431 1.2474 -0.1 -0.1 0.0 0.353
N 2.6666 0.6960 -1.5909 0.0 0.0 -0.4 -0.618
N 1.3520 -0.1686 0.1566 0.1 2.3 1.9 -0.451
H 1.2867 0.7514 0.8284 0.2 -3.7 -0.7 0.472
```
Forces are in eV/Å.

Entry 2:
# C4H14N4

A 2-piece molecular cluster, C4H14N4 overall at a distorted geometry (ωB97M-V with the def2-TZVPD basis set, the Open Molecules 2025 dataset).

Computed properties:
Strongest force on any atom = 0.023 hartree/bohr
ΔE to the lowest compared entry with this formula, charge and spin = 30.25 kcal per mole
Gap between HOMO and LUMO = 9.2490 eV
Spin multiplicity = 1
E_HOMO = -8.29 eV
Total energy = -10334.4929 eV
Structure (SMILES) = N/C=C/N.NCCN

XYZ file:
```
22
Properties=species:S:1:pos:R:3:forces:R:3:mulliken_charge:R:1
N 0.9796 -1.8476 1.8114 0.1 -0.1 0.0 -0.561
H 1.0662 0.4436 0.4637 0.0 0.2 -0.1 0.345
N -2.1444 -0.3113 0.7078 0.4 0.5 0.1 -0.612
C -1.8123 1.4191 -0.9653 0.2 -0.6 -0.9 -0.012
H 0.2519 -0.8391 -0.3800 0.0 0.0 -0.2 0.166
H -1.2548 -0.4990 1.1740 -0.1 -0.3 -0.1 0.196
H -1.7068 0.6130 -1.6948 -0.1 0.1 0.0 0.296
C 1.9303 -1.4526 0.7612 -0.4 -0.2 0.0 -0.514
N -1.6474 2.7372 -1.4427 0.0 -0.1 0.1 -0.620
H 2.7878 -0.9990 1.2350 0.3 0.1 0.1 0.352
H 0.3679 -2.5792 1.4683 -0.1 0.0 0.0 0.207
H -2.2059 1.8184 1.0464 0.0 0.1 -0.2 0.279
H 2.0179 -0.8198 -1.9941 0.1 -0.1 0.1 0.238
N 2.0624 -0.0821 -1.2973 -0.3 0.0 -0.2 -0.685
H -0.8413 3.2058 -1.0562 -0.1 0.1 0.0 0.227
H 1.6312 0.7151 -1.7560 0.1 0.0 0.1 0.270
C -2.0737 1.0593 0.2700 -0.2 0.3 1.1 -0.317
C 1.2468 -0.4436 -0.1414 -0.1 -0.1 0.3 -0.306
H 2.2782 -2.3059 0.1712 0.1 0.0 -0.1 0.272
H -1.5921 2.7432 -2.4481 0.1 0.2 0.0 0.262
H 1.4729 -2.2485 2.5991 0.0 0.0 0.0 0.223
H -2.8143 -0.3271 1.4678 -0.2 -0.2 0.0 0.293
```
Forces are in eV/Å.

Entry 3:
# C4H14N4

A 2-piece molecular cluster, C4H14N4 overall at a distorted geometry (ωB97M-V with the def2-TZVPD basis set, the Open Molecules 2025 dataset).

Computed properties:
Strongest force on any atom = 0.082 hartree/bohr
ΔE to the lowest compared entry with this formula, charge and spin = 46.91 kcal per mole
Gap between HOMO and LUMO = 8.6164 eV
Spin multiplicity = 1
E_HOMO = -16.34 eV
Total energy = -10317.7729 eV
Charge = +2

XYZ file:
```
22
Properties=species:S:1:pos:R:3:forces:R:3:mulliken_charge:R:1
H -0.5311 -2.2493 -1.9684 -0.8 1.1 0.5 0.368
C 1.2483 -0.9033 1.6220 -1.7 -1.3 1.0 0.298
H 1.0154 -1.9977 1.2816 0.4 2.3 0.6 0.319
H -1.7173 2.5152 0.1635 0.6 -1.1 -0.1 0.216
H -2.1714 1.1673 0.9907 0.8 -0.6 -0.6 0.264
H 0.7232 0.3771 3.2477 -0.2 -1.4 -1.5 0.290
H -0.6402 2.5647 -1.7970 -0.3 -3.1 -0.1 0.284
H 1.8914 0.1855 -0.0906 0.1 -0.1 0.9 0.188
H -0.1757 -1.0632 3.0698 -0.8 -1.2 0.5 0.276
N -1.4760 1.5158 0.3224 -0.5 1.5 0.6 -0.501
H 2.5101 0.8072 1.5681 0.1 -1.1 -1.2 0.347
H -1.3818 -1.2263 0.1034 0.8 1.3 -0.7 0.397
C 2.2828 -0.1005 0.9170 1.1 -0.1 0.5 -0.861
N 0.5281 -0.5030 2.6727 3.0 1.7 -1.4 -0.249
N -0.7503 -1.2181 -1.9166 0.0 -0.4 -2.7 -0.477
C -0.9450 0.7896 -0.7110 -1.8 -0.1 2.1 0.818
C -0.7670 -0.5721 -0.5811 -0.6 -1.5 0.1 -0.757
H -0.4315 1.0608 -2.7015 0.1 0.3 0.5 0.133
N -0.6989 1.4679 -1.8114 0.9 3.7 -1.8 -0.427
H -0.0665 -0.8637 -2.6368 -0.2 -0.1 1.3 0.327
H 3.2134 -0.7656 0.6684 -1.6 1.3 0.8 0.350
H -1.6600 -0.9885 -2.4132 0.8 -1.1 0.5 0.398
```
Forces are in eV/Å.

Entry 4:
# C4H14N4

A 2-piece molecular cluster, C4H14N4 overall at a distorted geometry (ωB97M-V with the def2-TZVPD basis set, the Open Molecules 2025 dataset).

Computed properties:
Strongest force on any atom = 0.121 hartree/bohr
ΔE to the lowest compared entry with this formula, charge and spin = 116.75 kcal per mole
Gap between HOMO and LUMO = 7.5201 eV
Spin multiplicity = 1
E_HOMO = -17.23 eV
Total energy = -10314.7444 eV
Charge = +2

XYZ file:
```
22
Properties=species:S:1:pos:R:3:forces:R:3:mulliken_charge:R:1
H 4.6669 -0.3897 -0.4959 0.6 -3.1 0.2 0.373
H -3.3025 2.2103 -0.4094 -0.5 0.6 0.3 0.255
N 2.5154 0.1323 -0.4138 1.3 -1.5 2.4 0.330
H -2.5091 0.5114 -1.6164 0.5 -0.1 0.8 0.360
H -3.6177 1.1422 0.9370 0.1 0.1 0.1 0.261
H -2.7305 -0.9250 1.7891 -0.2 -0.1 -0.7 0.421
C -1.8553 -0.3718 1.4306 3.3 -0.8 5.0 -1.496
H -0.9559 -0.9629 1.9357 -1.8 1.4 -0.7 0.278
H -1.4349 -2.2072 -0.7484 0.2 0.8 -0.4 0.349
N 1.8506 0.3336 0.5983 -1.1 -0.7 -1.2 -0.294
H 0.0299 -1.5307 -0.2305 -0.5 0.2 -1.2 0.256
N -2.4264 0.5049 -0.5834 1.0 -0.2 -0.4 0.185
H 4.0624 0.7168 -1.6029 0.2 0.5 0.2 0.310
H -0.6073 -1.1425 -1.9134 -0.3 0.9 -0.2 0.412
H 2.3124 0.7260 1.4057 1.0 0.8 0.1 0.304
H 4.4151 1.0738 0.2193 -1.3 -0.4 -1.3 0.300
C 3.9780 0.3682 -0.5719 -0.6 3.7 0.0 -0.621
C -1.5732 -0.2746 0.0564 -3.2 0.6 -5.3 1.265
H -1.9310 0.6491 1.9308 0.3 -1.2 -0.6 0.470
N -3.3639 1.2909 -0.0213 -0.4 0.0 -0.6 -0.725
H 2.0196 -0.5045 -1.0612 0.3 0.8 -0.5 0.293
C -0.8662 -1.2418 -0.8719 1.1 -2.4 3.9 -1.288
```
Forces are in eV/Å.

Copy entry 3 word for word.
# C4H14N4

A 2-piece molecular cluster, C4H14N4 overall at a distorted geometry (ωB97M-V with the def2-TZVPD basis set, the Open Molecules 2025 dataset).

Computed properties:
Strongest force on any atom = 0.082 hartree/bohr
ΔE to the lowest compared entry with this formula, charge and spin = 46.91 kcal per mole
Gap between HOMO and LUMO = 8.6164 eV
Spin multiplicity = 1
E_HOMO = -16.34 eV
Total energy = -10317.7729 eV
Charge = +2

XYZ file:
```
22
Properties=species:S:1:pos:R:3:forces:R:3:mulliken_charge:R:1
H -0.5311 -2.2493 -1.9684 -0.8 1.1 0.5 0.368
C 1.2483 -0.9033 1.6220 -1.7 -1.3 1.0 0.298
H 1.0154 -1.9977 1.2816 0.4 2.3 0.6 0.319
H -1.7173 2.5152 0.1635 0.6 -1.1 -0.1 0.216
H -2.1714 1.1673 0.9907 0.8 -0.6 -0.6 0.264
H 0.7232 0.3771 3.2477 -0.2 -1.4 -1.5 0.290
H -0.6402 2.5647 -1.7970 -0.3 -3.1 -0.1 0.284
H 1.8914 0.1855 -0.0906 0.1 -0.1 0.9 0.188
H -0.1757 -1.0632 3.0698 -0.8 -1.2 0.5 0.276
N -1.4760 1.5158 0.3224 -0.5 1.5 0.6 -0.501
H 2.5101 0.8072 1.5681 0.1 -1.1 -1.2 0.347
H -1.3818 -1.2263 0.1034 0.8 1.3 -0.7 0.397
C 2.2828 -0.1005 0.9170 1.1 -0.1 0.5 -0.861
N 0.5281 -0.5030 2.6727 3.0 1.7 -1.4 -0.249
N -0.7503 -1.2181 -1.9166 0.0 -0.4 -2.7 -0.477
C -0.9450 0.7896 -0.7110 -1.8 -0.1 2.1 0.818
C -0.7670 -0.5721 -0.5811 -0.6 -1.5 0.1 -0.757
H -0.4315 1.0608 -2.7015 0.1 0.3 0.5 0.133
N -0.6989 1.4679 -1.8114 0.9 3.7 -1.8 -0.427
H -0.0665 -0.8637 -2.6368 -0.2 -0.1 1.3 0.327
H 3.2134 -0.7656 0.6684 -1.6 1.3 0.8 0.350
H -1.6600 -0.9885 -2.4132 0.8 -1.1 0.5 0.398
```
Forces are in eV/Å.